Entry from the OMol25 dataset: a gas-phase ion, C5H4NO2S2 (charge -1) in a non-equilibrium geometry (ωB97M-V/def2-TZVPD).

Last column: Löwdin spin population.
Positions of all 14 atoms, in Å:
1 C -0.00164 0.98132 -0.32022  0.3078
2 C 0.45052 -0.21091 0.35593  0.2509
3 C -0.59774 0.79674 -1.44414  0.4622
4 C -0.29795 -1.44034 -0.10827  0.0335
5 C -1.19785 -1.99525 0.89249  0.0180
6 N -1.92168 -2.40843 1.71848  0.0037
7 O 2.36626 -1.57530 -1.07172  0.1923
8 O 3.07578 -0.51892 1.05774  0.2060
9 S -1.25147 -0.89691 -1.62431  0.1609
10 S 2.46115 -0.32889 -0.30198  0.2738
11 H 0.37070 1.90001 0.10286  0.0241
12 H 0.61026 -0.11480 1.38436  0.0171
13 H -0.82828 1.54610 -2.09796  0.0374
14 H 0.53488 -2.07938 -0.28766  0.0123

Atoms 1-6, force components in eV/Å:
C 3.040 -0.423 8.006
C -3.073 2.877 -1.166
C -2.626 -3.419 -5.057
C -0.103 1.052 -0.404
C -1.637 -0.680 2.026
N 1.734 0.873 -1.999

## Properties
**Calculated total energy**: -32501.90560 eV
**Spin multiplicity**: 3
**HOMO-LUMO gap (alpha / beta)**: 3.751 / 6.332 eV
**F_max**: 8.57 eV Å⁻¹
**Energy relative to the best compared isomer or geometry (same formula, charge and spin)**: 0.0000 eV
**Net charge**: -1